(1)
DFT (ωB97M-V/def2-TZVPD) results for a 8-piece molecular cluster, H18NO7 overall.

E: -16106.21886 eV
Kohn-Sham gap: 10.70 eV
lowest unoccupied orbital energy: -3.09 eV

Structure (ORCA input):
```
! RIJCOSX wB97M-V def2-TZVPD def2/J DEFGRID3
* xyz 1 1
N 0.07923 -0.66585 -0.02004
H -0.94277 -0.68485 -0.02004
H 0.41223 -0.91785 -0.77304
H 0.26423 -1.40185 0.63396
H 0.60623 0.17715 0.30796
O 1.06223 1.57315 2.58496
H 0.91623 1.53115 3.38196
H 1.81423 2.23315 2.71096
O -1.43577 0.76115 -1.50304
H -1.98677 0.07815 -1.98204
H -2.15077 1.43015 -1.65504
O 1.13523 1.88315 -1.85904
H 1.12123 2.11515 -2.78704
H 0.28423 1.40315 -1.86304
O -0.03977 -3.34685 -1.47404
H 0.79323 -3.54785 -2.10504
H -0.72777 -3.54685 -1.98204
O 3.05623 -0.89585 -0.07104
H 2.89323 -1.85785 0.08296
H 4.03223 -0.56685 0.14796
O -0.79477 2.33415 0.68796
H -1.77377 2.30415 1.02996
H -0.26777 2.13615 1.45896
O -2.63677 -1.18585 1.56696
H -2.20677 -0.47785 2.13296
H -3.50677 -0.86385 1.36696
*
```


(2)
DFT (ωB97M-V/def2-TZVPD) results for a 8-piece molecular cluster, H18NO7 overall.

E: -16107.25543 eV
Kohn-Sham gap: 10.67 eV
lowest unoccupied orbital energy: -3.70 eV

Structure (ORCA input):
```
! RIJCOSX wB97M-V def2-TZVPD def2/J DEFGRID3
* xyz 1 1
N 0.48130 0.08908 0.91586
H 0.92946 0.46358 0.05971
H 0.51866 -0.88395 0.99223
H -0.59110 0.30123 0.83482
H 0.61633 0.45712 1.80211
O 3.22136 -0.14434 -0.94429
H 2.81096 0.69893 -1.28796
H 3.81716 0.18259 -0.37387
O -2.53898 1.10041 1.34460
H -3.03711 1.43830 2.15997
H -3.06135 1.17909 0.50294
O 1.58995 1.66503 -2.28665
H 0.99374 1.01551 -2.17518
H 1.10801 2.46127 -1.89794
O -0.51924 -0.02203 -2.07090
H -0.87434 -0.90714 -1.57172
H -1.36554 0.42634 -2.15255
O 0.69494 -4.09551 0.76301
H 1.01455 -3.50902 1.59123
H 0.76997 -3.56288 0.00789
O -0.25600 2.86176 1.10187
H -0.24720 3.52725 1.72117
H -0.93662 2.35215 1.30196
O -1.46524 -2.02334 -0.14234
H -1.54308 -2.78414 -0.77297
H -2.13059 -2.28729 0.57700
*
```


(3)
DFT (ωB97M-V/def2-TZVPD) results for a 8-piece molecular cluster, H18NO7 overall.

E: -16094.18517 eV
Kohn-Sham gap (spin up / spin down): 11.27 / 3.34 eV
lowest unoccupied orbital energy (spin up / spin down): -6.51 / -14.44 eV
⟨S²⟩: 0.757

Structure (ORCA input):
```
! RIJCOSX wB97M-V def2-TZVPD def2/J DEFGRID3
* xyz 2 2
N -0.11460 -0.11440 1.12316
H -0.13753 0.66961 0.47711
H -0.85883 -0.65841 0.63384
H 0.78145 -0.51340 1.16077
H -0.38364 0.08944 2.17148
H 1.78619 0.74978 -3.86575
H 0.19404 0.98700 -3.64780
O 1.00309 0.69319 -3.31921
H 2.98590 -0.25338 0.08102
H 3.57232 -1.40725 -0.78074
O 2.87639 -1.13462 -0.13108
H 1.81422 1.03289 -1.84546
H 2.12900 2.56153 -1.50370
O 2.33556 1.57792 -1.29446
H -3.99785 0.55173 2.14603
H -3.69174 1.62677 1.01645
O -3.36812 0.82145 1.52666
H -1.02389 1.03046 4.38771
H -0.36631 -0.18932 4.96892
O -0.42813 0.38339 4.19944
H -3.00412 -0.18253 -0.31274
H -2.06962 -0.61097 -1.51858
O -2.08633 -0.40224 -0.46584
H 0.01981 -2.86255 -1.99414
H 1.43854 -2.31188 -1.35244
O 0.59422 -2.13423 -1.86065
*
```


(4)
DFT (ωB97M-V/def2-TZVPD) results for H18Na3O13S as an isolated structure.

E: -50993.88069 eV
Kohn-Sham gap: 7.53 eV
lowest unoccupied orbital energy: -4.55 eV

Structure (ORCA input):
```
! RIJCOSX wB97M-V def2-TZVPD def2/J DEFGRID3
* xyz 1 1
Na -2.65240 2.86702 -0.66248
Na 2.93557 -0.37113 1.39994
Na 1.13289 2.96601 0.70070
S -0.08623 0.34753 0.06864
O 0.77615 0.63305 1.23712
O -0.44142 1.64412 -0.58179
O 0.66653 -0.47050 -0.88050
O -1.32267 -0.31394 0.46498
O 3.33432 2.09303 0.81399
H 3.31628 2.04404 -0.15714
H 4.02659 2.73988 1.01302
O 3.26959 -0.45869 -1.37314
H 2.30331 -0.49422 -1.24503
H 3.38268 0.07030 -2.17105
O -0.52242 0.41690 3.74904
H 0.09767 0.38066 3.00423
H -0.72701 -0.50230 3.94580
O -2.12710 -2.53767 1.94190
H -1.89716 -2.34146 2.85437
H -2.07572 -1.67708 1.48488
O -3.30483 1.36733 1.32184
H -2.71473 0.59580 1.27655
H -3.72555 1.31024 2.18621
O 0.10443 -2.96570 0.27511
H -0.76329 -2.76403 0.66682
H 0.43771 -2.11189 -0.01226
O 0.39531 -1.93108 -3.04534
H 0.46281 -1.30852 -2.28815
H 1.25690 -2.35440 -3.10229
O -2.47437 -1.88642 -1.63507
H -1.93865 -1.57514 -2.37394
H -2.26768 -1.28976 -0.90118
O 0.73042 2.56649 -2.82587
H 0.06582 3.20540 -3.09988
H 0.34626 2.10616 -2.05000
*
```


(5)
DFT (ωB97M-V/def2-TZVPD) results for H18Ne2O9 as an isolated structure.

E: -25738.07834 eV
Kohn-Sham gap: 9.74 eV
lowest unoccupied orbital energy: -0.05 eV

Structure (ORCA input):
```
! RIJCOSX wB97M-V def2-TZVPD def2/J DEFGRID3
* xyz 0 1
Ne 3.01505 1.98584 -2.20617
Ne -0.08365 0.47117 -0.79865
O -2.87122 -0.36552 0.25605
H -3.15327 -0.68430 -0.60131
H -2.13629 -0.93135 0.49258
O -3.10384 2.46968 0.36347
H -2.30817 2.99273 0.46127
H -2.80689 1.56342 0.44559
O 2.18367 -1.95787 0.58696
H 2.17258 -2.23312 -0.32975
H 2.21038 -2.77614 1.08291
O -0.84498 -2.39876 1.05272
H -0.90099 -2.41532 2.00813
H 0.07307 -2.19907 0.86956
O -0.63511 4.14008 0.80278
H -0.69392 4.27044 1.74924
H 0.23942 3.77634 0.66451
O 1.99142 3.05347 0.78933
H 1.81924 2.11645 0.69669
H 2.58472 3.11561 1.53790
O 1.33590 0.34533 1.99317
H 0.94554 0.18049 2.85147
H 1.51738 -0.52592 1.64074
O -1.20892 -1.99208 -2.90783
H -1.34435 -2.28779 -3.80808
H -2.03322 -1.56892 -2.66765
O 1.65227 -2.53982 -2.17512
H 1.63924 -3.36953 -2.65224
H 0.74503 -2.23547 -2.19815
*
```


- Which value of E does entry 2 give?
  -16107.25543 eV


Copy entry 4 word for word.
DFT (ωB97M-V/def2-TZVPD) results for H18Na3O13S as an isolated structure.

E: -50993.88069 eV
Kohn-Sham gap: 7.53 eV
lowest unoccupied orbital energy: -4.55 eV

Structure (ORCA input):
```
! RIJCOSX wB97M-V def2-TZVPD def2/J DEFGRID3
* xyz 1 1
Na -2.65240 2.86702 -0.66248
Na 2.93557 -0.37113 1.39994
Na 1.13289 2.96601 0.70070
S -0.08623 0.34753 0.06864
O 0.77615 0.63305 1.23712
O -0.44142 1.64412 -0.58179
O 0.66653 -0.47050 -0.88050
O -1.32267 -0.31394 0.46498
O 3.33432 2.09303 0.81399
H 3.31628 2.04404 -0.15714
H 4.02659 2.73988 1.01302
O 3.26959 -0.45869 -1.37314
H 2.30331 -0.49422 -1.24503
H 3.38268 0.07030 -2.17105
O -0.52242 0.41690 3.74904
H 0.09767 0.38066 3.00423
H -0.72701 -0.50230 3.94580
O -2.12710 -2.53767 1.94190
H -1.89716 -2.34146 2.85437
H -2.07572 -1.67708 1.48488
O -3.30483 1.36733 1.32184
H -2.71473 0.59580 1.27655
H -3.72555 1.31024 2.18621
O 0.10443 -2.96570 0.27511
H -0.76329 -2.76403 0.66682
H 0.43771 -2.11189 -0.01226
O 0.39531 -1.93108 -3.04534
H 0.46281 -1.30852 -2.28815
H 1.25690 -2.35440 -3.10229
O -2.47437 -1.88642 -1.63507
H -1.93865 -1.57514 -2.37394
H -2.26768 -1.28976 -0.90118
O 0.73042 2.56649 -2.82587
H 0.06582 3.20540 -3.09988
H 0.34626 2.10616 -2.05000
*
```


- The lowest E belongs to which entry?
  H18Na3O13S


Copy entry 5 word for word.
DFT (ωB97M-V/def2-TZVPD) results for H18Ne2O9 as an isolated structure.

E: -25738.07834 eV
Kohn-Sham gap: 9.74 eV
lowest unoccupied orbital energy: -0.05 eV

Structure (ORCA input):
```
! RIJCOSX wB97M-V def2-TZVPD def2/J DEFGRID3
* xyz 0 1
Ne 3.01505 1.98584 -2.20617
Ne -0.08365 0.47117 -0.79865
O -2.87122 -0.36552 0.25605
H -3.15327 -0.68430 -0.60131
H -2.13629 -0.93135 0.49258
O -3.10384 2.46968 0.36347
H -2.30817 2.99273 0.46127
H -2.80689 1.56342 0.44559
O 2.18367 -1.95787 0.58696
H 2.17258 -2.23312 -0.32975
H 2.21038 -2.77614 1.08291
O -0.84498 -2.39876 1.05272
H -0.90099 -2.41532 2.00813
H 0.07307 -2.19907 0.86956
O -0.63511 4.14008 0.80278
H -0.69392 4.27044 1.74924
H 0.23942 3.77634 0.66451
O 1.99142 3.05347 0.78933
H 1.81924 2.11645 0.69669
H 2.58472 3.11561 1.53790
O 1.33590 0.34533 1.99317
H 0.94554 0.18049 2.85147
H 1.51738 -0.52592 1.64074
O -1.20892 -1.99208 -2.90783
H -1.34435 -2.28779 -3.80808
H -2.03322 -1.56892 -2.66765
O 1.65227 -2.53982 -2.17512
H 1.63924 -3.36953 -2.65224
H 0.74503 -2.23547 -2.19815
*
```